No. 1
{
  "formula": "C6H7O6S",
  "method": "ωB97M-V/def2-TZVPD",
  "symbols": ["C", "C", "C", "C", "C", "C", "O", "O", "O", "O", "O", "O", "S", "H", "H", "H", "H", "H", "H", "H"],
  "positions_angstrom": [[-1.065282, -0.850715, -0.906858], [-1.786847, 0.166937, -0.146342], [-0.537926, -1.747700, 0.056416], [-1.805339, -0.319740, 1.118931], [1.367795, 1.633117, 0.321213], [1.763701, 0.155543, 0.289136], [-2.368814, 1.309410, -0.518093], [0.405373, -2.685536, -0.065833], [-1.116995, -1.449266, 1.250482], [-0.701384, -0.799563, -2.253292], [1.501884, 2.123363, 1.637371], [1.813391, -0.422829, 1.391726], [2.046779, -0.540075, -1.264202], [-2.393824, 0.068901, 1.850308], [2.094278, 2.087996, -0.405364], [0.260069, 1.459614, 0.115351], [0.309814, -0.716079, -2.478574], [-2.319105, 1.405941, -1.553015], [1.441349, 1.335208, 2.163312], [1.091084, -2.214521, -0.602679]],
  "atomic_forces_ev_per_a": [[2.25, -0.28, 0.30], [1.04, -2.66, -0.03], [-1.91, 1.59, -1.70], [-0.01, 1.08, -2.33], [-0.10, -1.43, 0.03], [0.21, -0.64, 1.68], [-0.47, 1.26, -3.65], [-1.28, 0.05, 0.58], [1.63, -1.69, 0.27], [0.18, 0.13, -0.38], [0.11, 1.40, -0.91], [0.06, 0.52, -1.43], [1.09, 0.02, -0.20], [-1.21, 0.53, 2.45], [-1.47, 0.32, 0.55], [1.22, 1.27, -0.69], [-2.09, 0.07, 1.73], [0.05, -0.46, 3.03], [0.10, -1.05, 0.73], [0.60, -0.04, -0.03]],
  "e_homo_ev": -4.275,
  "relative_energy_kcal_mol": 32.7,
  "charge": -1
}

***

No. 2
{
  "formula": "C6H7OPS",
  "method": "ωB97M-V/def2-TZVPD",
  "symbols": ["C", "C", "C", "S", "C", "C", "P", "O", "C", "H", "H", "H", "H", "H", "H", "H"],
  "positions_angstrom": [[2.924109, -1.693394, 1.349582], [2.379404, -1.036048, 0.524196], [1.989536, -0.086019, -0.406869], [3.122922, 0.630830, -1.381733], [0.632982, 0.415610, -0.169019], [0.126061, 1.488295, -1.159709], [-0.906548, -0.004857, -1.195124], [-1.958334, 0.448919, 0.001103], [-3.010159, -0.414625, 0.414652], [3.499564, -2.139736, 2.105580], [0.379505, 0.423193, 0.840846], [-0.231835, 2.472361, -0.729477], [0.800345, 1.544697, -1.896532], [-3.881089, 0.074776, 0.447485], [-2.690168, -0.726080, 1.352932], [-3.176296, -1.397924, -0.097915]],
  "atomic_forces_ev_per_a": [[0.38, -0.45, 0.85], [0.64, -0.47, -0.18], [-0.02, 1.73, -0.75], [-0.66, -0.74, 0.17], [0.09, 0.57, -2.94], [-2.61, 0.24, 4.32], [0.24, 0.42, 0.66], [-0.24, -0.02, -1.24], [2.91, -2.58, -0.93], [0.12, -0.53, 0.39], [-0.61, 0.17, 1.50], [0.25, -1.39, -0.67], [2.23, 0.52, -2.94], [-3.22, 2.05, 0.11], [-0.01, -0.51, 2.15], [0.51, 1.00, -0.51]],
  "e_homo_ev": -8.664,
  "smiles": "C#CC(=S)[C@H]1CP1OC",
  "relative_energy_kcal_mol": 39.2
}

***

No. 3
{
  "formula": "C6H8",
  "method": "ωB97M-V/def2-TZVPD",
  "symbols": ["C", "C", "C", "C", "C", "C", "H", "H", "H", "H", "H", "H", "H", "H"],
  "positions_angstrom": [[0.735342, 0.336096, 2.478915], [0.412070, 0.224243, 1.237472], [-0.743973, 0.513543, 2.108440], [1.712811, -0.228280, -1.807604], [0.797071, -0.114273, -0.759757], [-0.652123, -0.308743, -1.086120], [1.430846, 0.336046, 3.278903], [-1.452632, -0.270256, 2.358964], [-1.173684, 1.509041, 2.119750], [2.771199, -0.105306, -1.673431], [1.325782, -0.419817, -2.788498], [-0.810270, -0.467542, -2.153126], [-1.237698, 0.555748, -0.776342], [-1.043303, -1.173378, -0.548440]],
  "atomic_forces_ev_per_a": [[-0.33, -0.10, -0.99], [2.42, -0.53, -3.33], [-0.23, 0.01, 0.01], [-1.26, 0.77, 4.36], [-0.64, -0.08, -0.14], [-0.06, -0.02, -0.11], [0.29, 0.01, 0.38], [-0.05, -0.09, 0.01], [-0.06, 0.14, 0.02], [0.26, 0.01, 0.00], [-0.24, -0.10, -0.24], [0.04, -0.02, -0.05], [-0.07, 0.02, 0.03], [-0.08, -0.01, 0.04]],
  "e_homo_ev": -9.318,
  "relative_energy_kcal_mol": 122.7
}

***

No. 4
{
  "formula": "C6H8",
  "method": "ωB97M-V/def2-TZVPD",
  "symbols": ["C", "C", "C", "C", "C", "C", "H", "H", "H", "H", "H", "H", "H", "H"],
  "positions_angstrom": [[1.275879, -0.301054, 0.712030], [0.324473, -1.228562, 0.584931], [-0.776680, -0.806170, -0.287209], [-1.467046, 0.465004, 0.043757], [-0.285972, 0.625769, -0.836859], [1.067913, 0.903193, -0.189199], [2.104947, -0.365217, 1.408894], [0.308595, -2.183314, 1.097567], [-1.337705, -1.542401, -0.882612], [-1.357676, 0.739927, 1.086616], [-2.441903, 0.647636, -0.385909], [-0.370554, 0.211624, -1.813653], [1.078239, 1.843644, 0.387236], [1.877488, 0.989919, -0.925590]],
  "atomic_forces_ev_per_a": [[0.14, -0.12, 0.13], [0.05, 0.05, 0.52], [-0.09, -0.29, 0.55], [-0.42, 0.07, 0.21], [0.17, -1.69, 0.47], [-0.10, -0.26, -0.09], [-0.03, -0.03, -0.07], [0.12, 0.06, 0.07], [0.61, 0.51, -0.07], [0.03, 0.41, -0.14], [-0.12, -0.06, 0.09], [-0.02, 1.66, -1.53], [-0.17, -0.26, -0.21], [-0.18, -0.05, 0.07]],
  "e_homo_ev": -8.331,
  "smiles": "C1=C[C@H]2C[C@H]2C1",
  "relative_energy_kcal_mol": 30.5
}

***

No. 5
{
  "formula": "C6H8",
  "method": "ωB97M-V/def2-TZVPD",
  "symbols": ["C", "C", "C", "C", "C", "C", "H", "H", "H", "H", "H", "H", "H", "H"],
  "positions_angstrom": [[-1.171214, -0.606326, -0.106500], [2.740390, 0.524354, 0.426370], [-0.354779, -1.485579, -0.418470], [2.231802, -0.386122, -0.383344], [-2.449402, -0.038647, 0.231973], [-1.238327, 0.891852, 0.087359], [3.690897, 0.898725, 0.200397], [2.105619, 1.165805, 0.992272], [-0.300644, -2.424956, -0.743321], [2.821354, -0.996993, -1.025781], [-3.298679, 0.171594, -0.506840], [-2.870140, -0.336815, 1.176172], [-0.593537, 1.200505, 0.937138], [-1.313344, 1.422609, -0.867420]],
  "atomic_forces_ev_per_a": [[-1.17, 2.55, -0.56], [-2.16, -0.33, -1.25], [2.51, 1.51, 0.17], [-0.18, -0.18, 0.96], [-2.19, 1.07, -0.38], [0.04, -1.00, 0.60], [1.72, 0.28, 0.06], [-0.32, 0.23, 0.81], [0.41, -3.57, -0.86], [0.00, -0.54, -0.69], [1.54, -0.66, 0.77], [0.12, 0.18, 0.47], [-0.93, 0.31, -0.74], [0.60, 0.16, 0.65]],
  "e_homo_ev": [-8.750, -7.865],
  "relative_energy_kcal_mol": 163.3
}

***

No. 6
{
  "formula": "C6H8",
  "method": "ωB97M-V/def2-TZVPD",
  "symbols": ["C", "C", "C", "C", "H", "H", "H", "H", "H", "H", "C", "C", "H", "H"],
  "positions_angstrom": [[-0.247839, 0.838882, -2.388599], [-0.467825, 0.619296, -1.099779], [-0.577082, 0.486204, 0.222152], [-0.053901, 1.323947, 1.298450], [-0.684964, 1.582820, -3.100241], [0.514757, 0.228152, -2.885573], [-1.183975, -0.414182, 0.593193], [-0.829792, 2.150872, 1.682468], [0.126547, 0.603486, 2.128952], [0.930872, 1.953275, 1.148932], [0.666486, -2.604142, 1.158717], [0.722949, -1.954055, 0.156125], [0.626523, -3.519679, 1.747107], [0.457246, -1.294876, -0.661904]],
  "atomic_forces_ev_per_a": [[0.28, -0.27, 0.20], [-0.14, 1.37, 0.34], [-1.82, -1.13, -2.35], [1.08, 2.62, 2.23], [-0.24, -0.76, 1.18], [0.03, 0.21, 0.26], [0.63, 1.59, -0.68], [1.40, -2.00, -0.86], [0.04, 0.90, -0.16], [-1.88, -1.50, -0.20], [0.14, -1.90, 0.35], [-0.54, 0.49, -0.84], [0.15, 1.04, 0.06], [0.85, -0.66, 0.48]],
  "e_homo_ev": -9.154,
  "smiles": "C=C=CC.C#C",
  "relative_energy_kcal_mol": 100.3
}

***

No. 7
{
  "formula": "C6H8",
  "method": "ωB97M-V/def2-TZVPD",
  "symbols": ["C", "C", "C", "C", "C", "C", "H", "H", "H", "H", "H", "H", "H", "H"],
  "positions_angstrom": [[2.820865, 0.716693, -0.510915], [1.557146, 0.168603, -0.061565], [0.473655, -0.233959, 0.262225], [-0.831156, -0.613128, 0.709888], [-1.934114, 0.376072, 0.402023], [-1.932260, -0.959360, -0.255772], [3.178702, 1.472132, 0.194526], [2.666944, 1.178637, -1.490281], [3.574650, -0.068375, -0.599463], [-0.828768, -1.176836, 1.644222], [-2.665344, 0.586193, 1.167973], [-1.693625, 1.206148, -0.260085], [-2.657021, -1.669918, 0.118101], [-1.729674, -0.982904, -1.320872]],
  "atomic_forces_ev_per_a": [[0.18, 0.05, -0.06], [-0.44, -0.15, 0.05], [0.51, -0.01, -0.14], [0.00, 0.01, 0.05], [-0.28, 0.16, 0.09], [-0.24, -0.17, -0.17], [0.04, -0.05, -0.17], [0.23, 0.02, 0.10], [0.02, 0.12, -0.05], [-0.24, 0.39, -0.13], [-0.06, 0.01, 0.00], [0.15, -0.11, 0.43], [0.06, -0.12, -0.19], [0.07, -0.15, 0.18]],
  "e_homo_ev": -8.866,
  "smiles": "CC#CC1CC1",
  "relative_energy_kcal_mol": 37.6
}

***

No. 8
{
  "formula": "C6H8",
  "method": "ωB97M-V/def2-TZVPD",
  "symbols": ["C", "C", "C", "C", "C", "C", "H", "H", "H", "H", "H", "H", "H", "H"],
  "positions_angstrom": [[1.863809, 0.861838, 0.357517], [0.618656, 1.220339, 0.658269], [-0.386582, 0.325889, 1.282412], [-1.153120, -0.597908, 0.689653], [-1.245269, -0.964382, -0.736703], [-0.323981, -0.844831, -1.695184], [2.214370, -0.153615, 0.528930], [2.578972, 1.566978, -0.059654], [0.306689, 2.255362, 0.509355], [-0.534370, 0.474462, 2.352588], [-1.852923, -1.126283, 1.338270], [-2.205917, -1.406443, -1.002027], [0.669432, -0.452763, -1.514869], [-0.549764, -1.158644, -2.708559]],
  "atomic_forces_ev_per_a": [[-0.11, 0.07, 0.06], [0.16, -0.06, -0.01], [-0.07, -0.13, -0.07], [0.16, 0.10, 0.07], [0.05, 0.00, -0.01], [-0.09, -0.04, 0.12], [-0.07, 0.12, -0.04], [-0.16, -0.08, 0.08], [0.07, -0.11, 0.00], [0.01, 0.01, -0.13], [0.11, 0.08, -0.14], [0.14, 0.07, -0.05], [-0.16, -0.05, 0.03], [-0.02, 0.02, 0.08]],
  "e_homo_ev": -8.891,
  "smiles": "C=C/C=C\\C=C",
  "relative_energy_kcal_mol": 27.2
}